one | ORCA calculation (the ωB97M-V functional and the def2-TZVPD basis) on C3H10N2O as an isolated structure.

Geometry as ORCA input:
```
! RIJCOSX wB97M-V def2-TZVPD def2/J DEFGRID3
* xyz 0 1
C -1.0481 0.6483 0.1680
C 1.3050 0.1859 0.3375
C 1.5188 -1.0553 -0.5107
N 0.0334 0.2473 0.9785
N -1.7557 -0.4169 -0.4661
O -1.9070 1.5133 0.8211
H -2.6891 1.0066 1.0780
H 0.0626 0.8492 1.7941
H 0.9540 1.1405 -0.6337
H -1.3741 -1.3199 -0.2023
H -1.7362 -0.3581 -1.4769
H 2.0793 0.2942 1.0950
H -0.1903 1.3525 -0.7609
H 1.3161 -1.9799 0.0363
H 0.8815 -1.0373 -1.3951
H 2.5497 -1.0706 -0.8628
*
```

For the frontier orbital gap, the calculation gives 10.144 eV. Its HOMO energy is -9.05 eV.

How is the electron density shared among the atoms? According to Löwdin, the charges in e are: atom 1 (C): -0.5718, atom 2 (C): -0.2834, atom 3 (C): -0.1260, atom 4 (N): -0.0623, atom 5 (N): 0.0831, atom 6 (O): 0.0038, atom 7 (H): 0.0975, atom 8 (H): 0.1247, atom 9 (H): 0.1270, atom 10 (H): 0.0785, atom 11 (H): 0.0797, atom 12 (H): 0.1049, atom 13 (H): 0.1489, atom 14 (H): 0.0719, atom 15 (H): 0.0565, atom 16 (H): 0.0670


two | ORCA calculation (the ωB97M-V functional and the def2-TZVPD basis) on a 2-piece molecular cluster, C3H10N2O overall.

Geometry as ORCA input:
```
! RIJCOSX wB97M-V def2-TZVPD def2/J DEFGRID3
* xyz 0 1
N -1.7604 2.0497 -0.4848
C -1.3894 1.3647 -1.5472
O -0.9968 1.8040 -2.6142
H -2.0069 1.4415 0.2303
H -1.4451 2.9734 -0.4762
H -1.4691 0.1989 -1.5533
C 0.2413 -2.0612 0.2918
N 1.1507 -0.8957 -0.0667
C 1.7268 -0.0905 1.0953
H 0.8362 -2.6705 0.9768
H -0.6432 -1.6772 0.8254
H -0.2158 -2.4698 -0.6245
H 0.5308 -0.2455 -0.5895
H 0.8466 0.1880 1.7906
H 2.3133 0.8552 0.9090
H 2.2810 -0.7650 1.8372
*
```

For the frontier orbital gap, the calculation gives 9.589 eV. The SMILES is NC=O.CNC. Its HOMO energy is -8.89 eV.

How is the electron density shared among the atoms? According to Löwdin, the charges in e are: atom 1 (N): 0.1572, atom 2 (C): -0.4673, atom 3 (O): 0.0001, atom 4 (H): 0.0779, atom 5 (H): 0.1018, atom 6 (H): 0.1457, atom 7 (C): -0.1346, atom 8 (N): -0.1925, atom 9 (C): -0.1526, atom 10 (H): 0.0702, atom 11 (H): 0.0532, atom 12 (H): 0.0748, atom 13 (H): 0.0459, atom 14 (H): 0.0665, atom 15 (H): 0.0763, atom 16 (H): 0.0774


three | ORCA calculation (the ωB97M-V functional and the def2-TZVPD basis) on a 2-piece molecular cluster, C3H10N2O overall.

Geometry as ORCA input:
```
! RIJCOSX wB97M-V def2-TZVPD def2/J DEFGRID3
* xyz 0 1
C -0.0527 0.6079 -0.5953
C -0.3215 -0.3082 0.4882
C 2.2346 -0.7428 -0.5244
N -2.3875 0.1025 -0.1363
N 1.3178 0.2240 0.0702
O -2.5845 0.9147 1.1107
H -3.2140 1.5890 0.8257
H -2.8035 -0.7982 0.1239
H 1.6724 0.8206 0.8113
H -0.3677 1.6228 -0.3868
H -0.1042 0.2520 -1.6175
H -0.2627 -1.3864 0.4053
H -0.5264 0.1101 1.4670
H 1.7127 -1.3468 -1.2689
H 2.6164 -1.4180 0.2442
H 3.0707 -0.2431 -1.0173
*
```

For the frontier orbital gap, the calculation gives 7.095 eV. Its HOMO energy is -6.35 eV.

How is the electron density shared among the atoms? According to Löwdin, the charges in e are: atom 1 (C): -0.1333, atom 2 (C): -0.0801, atom 3 (C): -0.0894, atom 4 (N): -0.1596, atom 5 (N): -0.1196, atom 6 (O): -0.2679, atom 7 (H): 0.0419, atom 8 (H): -0.0094, atom 9 (H): 0.1352, atom 10 (H): 0.1136, atom 11 (H): 0.1166, atom 12 (H): 0.1060, atom 13 (H): 0.0943, atom 14 (H): 0.0883, atom 15 (H): 0.0846, atom 16 (H): 0.0789


four | ORCA calculation (the ωB97M-V functional and the def2-TZVPD basis) on a 2-piece molecular cluster, C3H10N2O overall.

Geometry as ORCA input:
```
! RIJCOSX wB97M-V def2-TZVPD def2/J DEFGRID3
* xyz 0 1
C 0.1625 -1.2551 -2.7106
N 0.6617 -1.5291 -1.3150
O -0.0758 -2.3892 -0.8467
H 0.8726 -1.5665 -3.4124
H -0.8767 -1.5417 -2.9346
H 0.2915 -0.1943 -2.7671
C 0.6348 0.3258 0.0572
C -0.0910 1.1290 1.4964
N -0.7419 0.5388 2.6896
H 0.0020 0.2734 -0.7758
H 1.3030 1.1286 -0.1253
H 1.0052 -0.5159 0.5640
H -0.8368 1.5772 0.8153
H 0.4662 1.9989 1.9556
H -0.1259 0.7654 3.4943
H -1.1988 -0.3331 2.8455
*
```

For the frontier orbital gap, the calculation gives 8.101 eV. The SMILES is CN=O.CCN. Its HOMO energy is -8.08 eV.

How is the electron density shared among the atoms? According to Löwdin, the charges in e are: atom 1 (C): -0.0735, atom 2 (N): -0.1392, atom 3 (O): -0.0301, atom 4 (H): 0.0602, atom 5 (H): 0.0972, atom 6 (H): 0.0592, atom 7 (C): -0.0523, atom 8 (C): -0.2340, atom 9 (N): -0.0474, atom 10 (H): 0.0104, atom 11 (H): 0.0473, atom 12 (H): 0.0347, atom 13 (H): 0.0611, atom 14 (H): 0.1012, atom 15 (H): 0.0624, atom 16 (H): 0.0425


Which is the most stable structure? two is the most stable.


one | ORCA calculation (the ωB97M-V functional and the def2-TZVPD basis) on a 2-piece molecular cluster, C3H10N2O overall.

Geometry as ORCA input:
```
! RIJCOSX wB97M-V def2-TZVPD def2/J DEFGRID3
* xyz 0 1
C -1.6970 0.4899 6.7161
N -0.8900 1.1353 5.9320
C 0.2792 0.3157 5.5657
H -1.1745 -0.1359 7.4464
H -2.6929 0.5007 6.3015
H 0.9300 0.2102 6.4765
H 0.8111 0.8150 4.7278
H 0.0453 -0.6837 5.2159
N 1.3852 0.4100 -6.3074
C 0.1969 -0.3359 -5.9475
O 0.3979 -1.6899 -5.5066
H 2.2232 0.0244 -6.7042
H 1.3713 1.3804 -6.5530
H -0.3385 0.1582 -5.0995
H -0.4133 -0.4374 -6.8504
H -0.4339 -2.1570 -5.4133
*
```

For the frontier orbital gap, the calculation gives 9.468 eV. The SMILES is C=NC.NCO. Its HOMO energy is -8.79 eV.

How is the electron density shared among the atoms? According to Löwdin, the charges in e are: atom 1 (C): -0.0714, atom 2 (N): -0.1091, atom 3 (C): -0.1712, atom 4 (H): 0.0666, atom 5 (H): 0.0695, atom 6 (H): 0.0828, atom 7 (H): 0.0716, atom 8 (H): 0.0611, atom 9 (N): 0.0047, atom 10 (C): -0.3413, atom 11 (O): -0.0810, atom 12 (H): 0.0637, atom 13 (H): 0.0606, atom 14 (H): 0.1193, atom 15 (H): 0.0989, atom 16 (H): 0.0752


two | ORCA calculation (the ωB97M-V functional and the def2-TZVPD basis) on one molecule with the formula C3H10N2O.

Geometry as ORCA input:
```
! RIJCOSX wB97M-V def2-TZVPD def2/J DEFGRID3
* xyz 0 1
N 1.0758 0.7329 -1.7119
C 0.6797 1.0193 -0.4196
C -0.2717 -0.1340 -0.0834
N -1.8358 0.1516 -0.1512
C 0.1785 -0.7037 1.4305
O -0.3237 -1.9841 1.6506
H 1.7698 1.4456 -2.0346
H 1.6279 -0.1842 -1.6453
H 1.4567 1.2519 0.3532
H -0.0569 1.8496 -0.4632
H -0.3669 -1.1509 -0.7805
H -2.3665 0.1140 -0.9485
H -2.0819 0.8640 0.3707
H -0.2814 0.0661 2.0626
H 1.2329 -0.7316 1.5287
H -0.4366 -2.6063 0.8418
*
```

For the frontier orbital gap, the calculation gives 9.958 eV. The SMILES is NC[C@H](N)CO. Its HOMO energy is -8.93 eV.

How is the electron density shared among the atoms? According to Löwdin, the charges in e are: atom 1 (N): -0.0418, atom 2 (C): -0.3569, atom 3 (C): -0.2598, atom 4 (N): 0.0666, atom 5 (C): -0.2368, atom 6 (O): -0.1129, atom 7 (H): 0.0906, atom 8 (H): 0.1101, atom 9 (H): 0.1215, atom 10 (H): 0.1184, atom 11 (H): 0.1678, atom 12 (H): 0.0223, atom 13 (H): -0.0225, atom 14 (H): 0.1153, atom 15 (H): 0.0854, atom 16 (H): 0.1329


three | ORCA calculation (the ωB97M-V functional and the def2-TZVPD basis) on a 2-piece molecular cluster, C3H10N2O overall.

Geometry as ORCA input:
```
! RIJCOSX wB97M-V def2-TZVPD def2/J DEFGRID3
* xyz 0 1
H 0.4403 1.5500 2.6071
N 0.0862 0.8533 1.9603
C 0.5935 0.9992 0.8041
N 0.7321 -0.0341 -0.0956
C 0.5080 0.2585 -1.5134
C -0.9337 0.0748 -1.9407
H 1.0384 1.9207 0.4194
H 0.3455 -0.8770 0.3215
H 0.8980 1.2565 -1.7173
H 1.1574 -0.4392 -2.0382
H -1.5238 0.9746 -1.7766
H -1.0647 -0.2757 -2.9600
H -1.4401 -0.6846 -1.3361
O 0.0271 -2.0308 2.2364
H -0.6496 -2.4607 2.7730
H -0.2145 -1.0852 2.2559
*
```

For the frontier orbital gap, the calculation gives 10.324 eV. The SMILES is [H]/N=C/NCC.O. Its HOMO energy is -9.24 eV.

How is the electron density shared among the atoms? According to Löwdin, the charges in e are: atom 1 (H): 0.0502, atom 2 (N): 0.0595, atom 3 (C): -0.3186, atom 4 (N): -0.0099, atom 5 (C): -0.2558, atom 6 (C): -0.0891, atom 7 (H): 0.1223, atom 8 (H): 0.0991, atom 9 (H): 0.1089, atom 10 (H): 0.1058, atom 11 (H): 0.0707, atom 12 (H): 0.0675, atom 13 (H): 0.0755, atom 14 (O): -0.0957, atom 15 (H): 0.0329, atom 16 (H): -0.0234


Which is the most stable structure? three is the most stable.